ORCA calculation (ωB97M-V with the def2-TZVPD basis set) on a structure of composition C35H45BiN4OP2S3Se.

## Properties
HOMO energy = -0.2620 Eh
molar mass = 983.861 u
E_LUMO = 0.26 eV
F_max = 0.7 eV/A
frontier orbital gap = 7.3926 eV

The geometry in XYZ format:
```
92
Properties=species:S:1:pos:R:3:forces:R:3
Bi 1.007136 -0.422081 -0.142716 -0.35 0.04 0.01
Se -1.366017 1.735277 1.132148 -0.10 0.08 -0.07
S 0.324189 -1.828054 1.874929 0.04 0.05 0.12
S -0.066152 -2.031118 -1.883307 0.00 0.17 -0.32
S 3.300516 -1.396258 0.264437 0.18 0.02 0.07
P 2.784317 2.751785 0.793679 0.13 -0.07 0.08
P 2.792675 1.273778 -2.284001 0.69 -0.15 -0.23
O -0.500397 1.081088 -2.589784 0.05 0.10 0.09
N -2.606411 0.432653 3.310553 -0.10 -0.07 0.07
N -2.992778 -0.618187 1.450118 -0.08 0.01 0.09
N -0.344766 -4.591077 -2.278224 0.08 0.03 -0.09
N 1.448956 -3.991790 -0.844586 0.07 0.15 0.03
C 4.322370 1.900194 -1.423338 -0.20 0.09 0.06
C -3.077509 -0.959901 0.048718 0.00 -0.08 -0.15
C -1.904691 3.608255 -1.909578 0.08 0.01 -0.05
C -2.376960 0.467592 1.974422 0.07 -0.11 0.17
C -3.599053 -1.354648 2.463025 0.06 0.00 -0.01
C 4.198438 -3.077796 2.159183 -0.04 0.06 0.05
C 1.847723 -2.575263 2.363122 -0.05 -0.02 -0.05
C -4.313123 -2.539826 2.429075 0.00 -0.02 -0.02
C -4.125793 4.507626 -1.519177 0.06 -0.03 -0.04
C -0.419981 3.817904 -1.785167 -0.04 -0.09 0.07
C 2.677654 4.418003 1.575930 -0.05 -0.15 -0.10
C 4.031700 3.118832 -0.530630 -0.15 -0.16 -0.07
C -3.357743 -0.680256 3.657169 -0.01 0.02 -0.07
C 1.087757 -6.270044 -1.385006 -0.04 0.02 -0.03
C 0.013194 -5.863553 -2.156745 -0.01 0.09 0.03
C -2.473574 2.446668 -2.464256 -0.09 0.23 0.14
C -1.656275 1.300050 -2.882627 -0.16 -0.27 -0.15
C -4.549221 1.155928 -3.232598 0.05 0.06 0.05
C 1.791535 -5.272720 -0.721325 0.04 -0.12 0.00
C -4.670656 3.369251 -2.102036 -0.07 0.07 0.05
C 0.416743 -3.702776 -1.626669 -0.22 -0.18 0.22
C 2.943770 -4.033371 3.961532 0.00 -0.03 0.01
C -3.873983 2.346064 -2.587753 0.07 -0.12 -0.07
C 1.812929 -3.382697 3.504627 -0.01 -0.03 -0.04
C -3.849745 -1.147391 4.863274 0.03 0.05 0.03
C 2.968099 -5.577414 0.155414 -0.10 0.03 -0.03
C -2.743553 4.615948 -1.456304 0.01 0.02 -0.02
C 3.468450 -0.227099 -3.115505 -0.04 0.13 0.02
C -4.574990 -2.329894 4.833117 0.00 0.01 0.01
C 2.824849 2.378672 -3.761942 -0.26 0.02 0.22
C 3.882629 1.942179 2.034126 -0.07 0.11 -0.06
C 3.062722 -2.410067 1.690187 0.08 -0.02 0.01
C -5.000944 5.600229 -0.972937 0.04 -0.01 -0.02
C -4.795669 -3.017629 3.639183 0.00 -0.02 -0.02
C 4.144841 -3.887227 3.278779 0.04 0.01 -0.04
H -4.475234 -3.078154 1.504857 0.00 0.02 0.00
H 3.202099 -6.640578 0.143554 0.02 -0.01 0.03
H 5.035014 -4.407655 3.608718 0.00 0.04 0.03
H -2.566837 -1.901208 -0.152892 0.05 0.01 0.03
H 5.132386 -2.948067 1.625755 -0.01 -0.02 0.00
H -4.977609 -2.727962 5.755037 0.02 0.00 0.00
H 2.755786 -5.260656 1.178125 0.02 -0.03 -0.02
H 3.834984 -5.009797 -0.185068 -0.01 0.00 0.02
H 3.659510 4.765873 1.903401 -0.01 0.04 0.00
H -5.749118 3.280551 -2.178225 0.01 -0.01 -0.01
H 0.872300 -3.494621 4.029822 0.01 -0.01 -0.01
H -4.256498 1.054774 -4.278734 -0.01 -0.05 0.00
H 2.888188 -4.651215 4.848863 -0.01 -0.01 -0.02
H -4.126349 -1.044270 -0.242539 0.01 0.03 0.01
H -2.600227 -0.170913 -0.527422 0.01 0.03 0.02
H -3.678588 -0.610755 5.787332 0.01 -0.04 0.00
H -2.188054 0.558703 -3.504503 0.04 -0.01 -0.02
H -5.349922 -3.946660 3.657904 -0.01 0.02 0.00
H -2.296820 5.508717 -1.029568 -0.02 -0.01 0.00
H 3.626761 3.933580 -1.139880 0.01 0.03 0.04
H 4.743840 2.576092 2.259947 0.02 -0.02 0.03
H 2.696432 -0.604175 -3.788970 0.03 -0.03 -0.01
H 3.793834 2.304826 -4.257680 0.00 0.02 -0.04
H 1.363522 -7.311701 -1.298803 0.00 0.01 -0.01
H -4.815920 5.734139 0.094234 -0.04 0.00 0.00
H 4.947583 3.482926 -0.056577 0.04 0.04 -0.07
H 0.143000 3.219689 -2.493999 0.04 0.07 -0.02
H -6.056153 5.372909 -1.116731 0.00 0.01 0.02
H -2.218460 1.118962 3.932794 0.05 0.02 -0.03
H 2.036776 2.070097 -4.450229 0.02 0.03 -0.01
H 3.309008 1.777492 2.948084 0.04 -0.03 0.01
H -4.784258 6.552412 -1.460296 -0.01 -0.01 -0.01
H -5.630573 1.279478 -3.203344 0.01 0.01 0.02
H -0.094825 3.507513 -0.787252 0.10 -0.01 -0.04
H 3.690301 -1.012080 -2.393452 0.00 -0.01 0.00
H 2.641515 3.415300 -3.476519 -0.01 0.00 -0.01
H 4.224304 0.972148 1.672226 -0.05 0.01 0.00
H 2.009658 4.354262 2.435690 0.03 0.05 0.01
H 4.735086 1.090479 -0.815302 -0.05 -0.07 -0.05
H 5.062160 2.152673 -2.188168 0.09 -0.02 0.04
H 4.369565 0.004753 -3.688141 0.00 -0.02 0.00
H -0.178825 4.873695 -1.912192 -0.02 0.02 0.04
H -4.305018 0.221936 -2.726124 -0.01 -0.04 -0.02
H -0.593236 -6.578417 -2.704539 0.02 -0.03 0.04
H 2.255706 5.135067 0.870266 -0.01 0.00 0.02
```
Positions in Å, forces in eV/Å.

Results of the Mulliken charge analysis, in e, for atoms 1 through 5:
1. Bi 1.506
2. Se -0.340
3. S -0.360
4. S -0.314
5. S -0.679